(1)
Formula: C14H22N2NbO3P2
Source: the Open Molecules 2025 dataset
Level of theory: ωB97M-V/def2-TZVPD

The energy comes out at -1620.4252 Eh. The value obtained for the energy relative to the best compared isomer or geometry (same formula, charge and spin) is 22.60 kcal/mol. The calculation puts the HOMO-LUMO gap (spin up / spin down) at 4.995 / 4.989 eV.

The geometry in ORCA input format:
```
! RIJCOSX wB97M-V def2-TZVPD def2/J DEFGRID3
* xyz 3 1
Nb -1.2563 -0.1390 -0.6744
P 0.9865 -0.8183 -0.1790
P -0.5757 1.6853 0.7776
O -2.8297 -2.7857 -3.6047
O -2.4385 -0.9972 0.5526
O -3.1362 -2.9381 1.5666
N -1.6493 0.5762 -2.8325
N -1.9180 -1.9079 -1.7155
C -0.4910 3.3117 -0.1912
C 1.4782 2.3995 2.3222
C 2.7509 2.1268 2.8789
C 1.7406 0.3236 1.0716
C -2.6341 -2.3343 0.6550
C -1.5932 -0.6193 -3.6911
C 1.1052 -2.4359 0.8919
C 3.0132 0.1241 1.6839
C 2.4675 -0.8768 -1.3888
C -2.2645 -2.9573 -0.7087
C 1.0099 1.4512 1.4380
C 3.5325 1.0147 2.5605
C -2.2983 -1.8939 -2.9789
C -1.5527 1.8966 2.3026
H -0.5416 -0.9219 -3.7266
H -3.0811 -3.5458 -1.2210
H 2.5728 0.0546 -1.9617
H 1.8099 -3.1024 0.3252
H -2.3563 2.6544 2.2978
H -2.6010 0.9722 -2.9924
H -1.3184 3.9410 0.0981
H 0.8719 3.2728 2.5496
H 0.4315 3.7997 0.0447
H 4.4989 0.9435 3.0180
H 2.3177 -1.6448 -2.1373
H -0.9151 1.2939 -2.9699
H 3.4055 -1.0699 -0.7811
H 1.5385 -2.2261 1.8278
H 3.6172 -0.6672 1.1932
H -2.1650 0.9923 2.3702
H -2.0901 -0.5313 -4.6453
H -1.3525 -3.6065 -0.6354
H -0.3962 3.1797 -1.2769
H 0.0806 -2.8801 1.0522
H -0.9270 2.0224 3.2221
H 3.1529 2.8634 3.6119
*
```



(2)
Formula: C21H22N2O8S
Source: the Open Molecules 2025 dataset
Level of theory: ωB97M-V/def2-TZVPD

The energy comes out at -1923.0629 Eh. The value obtained for the energy relative to the best compared isomer or geometry (same formula, charge and spin) is 1.97 kcal/mol. The calculation puts the HOMO-LUMO gap at 9.094 eV.

The geometry in ORCA input format:
```
! RIJCOSX wB97M-V def2-TZVPD def2/J DEFGRID3
* xyz 0 1
S -2.4605 -0.7969 -0.6817
O -0.2459 -1.4774 4.1132
O -3.7634 3.4387 -0.9860
O 3.9766 -0.7075 -3.4070
O 5.0595 -1.8206 0.6764
O -2.0205 -1.0778 0.6576
O 0.1468 0.9322 2.6430
O -3.6353 -1.4671 -1.1604
O 4.2161 0.1685 0.0337
N -2.6281 0.8774 -0.7948
N 2.4555 -0.2832 -1.7503
C 1.0587 -1.2609 -3.5128
C -1.1034 -1.0347 -1.8166
C 0.1304 -0.5967 -1.3926
C 2.1871 0.0513 1.8434
C 4.7803 0.0430 -1.2596
C -1.2882 -1.5874 -3.0692
C 1.0583 -0.0876 2.6322
C 4.2555 -0.9392 0.8323
C -3.1967 2.8192 -2.1148
C -3.2826 1.2935 -2.0184
C -3.2343 1.5015 0.3659
C 3.1536 -0.9535 1.8087
C 1.8821 -2.2233 3.4055
C 1.2308 -0.7140 -2.2419
C 3.0050 -2.0777 2.6231
C 3.7044 -0.3675 -2.2820
C 0.8789 -1.2566 3.3912
C -0.1929 -1.6952 -3.9145
C -3.1303 3.0177 0.1996
C -1.3167 -0.6168 3.7653
C -0.8054 0.8193 3.6805
H 5.2020 1.0108 -1.5402
H -3.6395 3.5324 1.0157
H -4.3335 0.9723 -2.0230
H -0.3142 -2.1242 -4.8971
H -2.0692 3.3069 0.1822
H 5.5737 -0.7121 -1.2637
H -4.2909 1.2112 0.4590
H -2.2699 -1.9296 -3.3544
H 2.4194 0.0622 -0.7967
H 1.9115 -1.3487 -4.1666
H -2.7638 0.8274 -2.8573
H -2.6862 1.1592 1.2424
H -2.0676 -0.7294 4.5476
H -0.3430 1.1014 4.6371
H -1.6083 1.5182 3.4425
H 1.7354 -3.0957 4.0213
H -1.7289 -0.9153 2.7926
H 3.7689 -2.8384 2.6007
H 2.3037 0.9617 1.2761
H -3.7578 3.1826 -2.9768
H 0.2228 -0.1854 -0.3992
H -2.1400 3.1114 -2.2111
*
```



> Which value of energy does entry 2 give?

-1923.0629 Eh